(1)
Molecular formula: C3H3N3O
Method: DFT, ωB97M-V/def2-TZVPD

Properties
LUMO energy (alpha / beta)   -2.7 / -3.8 eV
Energy relative to the best compared isomer or geometry (same formula, charge and spin)   193.1 kcal per mole

Each line ends with the Mulliken charge.
Geometry (Å):
C: 0.621008 -1.126329 1.983382  0.119
C: 1.414930 0.672817 0.044699  0.535
C: -1.045285 0.171739 -0.994730  -0.712
N: 0.483060 -2.214999 2.299447  -0.275
N: 2.514802 0.510563 -0.290677  -0.352
N: 0.338797 1.097519 0.648306  -0.196
O: -0.904291 1.040404 0.118583  -0.078
H: -1.985839 -0.581508 -0.745833  0.232
H: -0.207737 -0.383924 -1.284658  0.387
H: -1.229445 0.813718 -1.778519  0.340

Atoms 1-3, force components in eV/Å:
C -0.07 2.42 -0.77
C 0.67 -0.07 -0.87
C -3.74 -2.25 1.40


(2)
Molecular formula: C70H176N8O22
Method: DFT, ωB97M-V/def2-TZVPD

Properties
LUMO energy   0.3 eV

Each line ends with the Mulliken charge.
Geometry (Å):
C: 3.128042 5.193202 4.297709  -0.763
C: 4.027699 4.782303 3.135652  0.259
O: 4.478582 5.993373 2.382196  -0.547
H: 2.345251 4.487896 4.576772  -0.108
H: 2.627346 6.159747 4.241223  0.431
H: 3.656004 5.228334 5.250665  0.308
H: 3.543130 4.075574 2.461978  -0.097
H: 4.938187 4.310672 3.505337  0.369
H: 3.661646 6.279635 1.967141  0.273
C: -0.339621 -5.913344 4.083117  -1.270
C: 0.915206 -5.355028 3.413155  0.622
O: 1.078057 -6.100821 2.194964  -0.595
H: -0.132013 -6.724244 4.781298  0.423
H: -1.238461 -5.908808 3.466535  -0.091
H: -0.675968 -5.155741 4.790932  0.355
H: 1.767475 -5.509747 4.074823  0.624
H: 0.737074 -4.393708 2.931264  -0.457
H: 1.992266 -6.007067 1.917425  0.186
C: -3.940063 -1.725653 -3.665344  0.220
C: -5.410729 -2.026657 -3.915661  -0.471
O: -5.334325 -3.150696 -4.768367  -0.547
H: -3.930222 -0.843579 -3.025061  -0.086
H: -3.290561 -1.583016 -4.529002  0.313
H: -3.480378 -2.431708 -2.973760  -0.315
H: -5.807588 -1.143967 -4.417122  0.404
H: -5.940947 -2.221065 -2.983365  0.224
H: -5.123663 -3.917418 -4.230455  0.299
C: 0.741503 -0.158070 0.138612  -1.359
C: 2.172643 0.249841 0.153239  0.443
O: 2.751824 -0.671034 1.002983  -0.351
H: 0.064682 0.169925 0.927547  -0.014
H: 0.611306 -1.234015 0.022490  0.155
H: 0.287060 0.274218 -0.752854  0.580
H: 2.304485 1.306204 0.387393  -0.375
H: 2.629237 0.221104 -0.836102  0.599
H: 3.697285 -0.532183 0.911240  0.328
C: 1.705628 4.354128 -0.253492  0.052
C: 1.038091 5.685184 -0.435952  -0.428
O: 1.982345 6.608897 -0.979376  -0.556
H: 2.516993 4.627425 0.421111  -0.288
H: 2.138693 4.035652 -1.201722  0.271
H: 1.092049 3.581618 0.210018  0.164
H: 0.609900 6.177746 0.437058  0.502
H: 0.261947 5.501411 -1.178881  -0.148
H: 2.230348 7.115274 -0.202415  0.349
C: 1.538078 -1.033257 5.628125  -0.394
C: 2.150529 -0.992978 4.247406  1.230
O: 1.171686 -0.432069 3.393639  0.244
H: 0.995651 -0.159784 5.989961  -0.657
H: 2.285567 -1.131024 6.415396  0.446
H: 0.832217 -1.862523 5.674768  0.135
H: 2.460457 -2.004017 3.983127  -0.845
H: 3.102572 -0.468010 4.169231  0.217
H: 1.541603 -0.724847 2.557552  -0.303
C: 7.337575 -0.116763 1.934853  -1.118
C: 5.867276 -0.044490 2.059610  0.329
O: 5.300176 0.006591 0.829585  -0.374
H: 7.793116 0.525154 1.180858  0.234
H: 7.753062 -1.123631 1.893959  0.262
H: 7.847847 0.320052 2.793291  0.329
H: 5.405568 0.839572 2.499363  0.286
H: 5.534613 -0.902926 2.643151  -0.214
H: 5.516870 0.861594 0.450625  0.196
C: 5.598957 -1.807179 -4.058835  -0.942
C: 5.695854 -2.021861 -5.567437  -0.367
O: 4.951099 -3.214785 -5.658669  -0.438
H: 6.275088 -0.996517 -3.787220  0.378
H: 5.819055 -2.682801 -3.448148  0.275
H: 4.570894 -1.500792 -3.865645  0.243
H: 6.759647 -2.179556 -5.745157  0.255
H: 5.385966 -1.112981 -6.083191  0.328
H: 4.251439 -3.157972 -6.313528  0.276
C: -2.827839 -3.179677 -0.234747  -1.171
C: -2.883345 -3.842345 1.201007  2.326
C: -4.319260 -3.886399 1.644316  -1.024
C: -5.118158 -4.999745 1.097342  -0.700
C: -4.465489 -6.343227 1.388669  -1.454
C: -3.039134 -6.397895 0.840106  1.508
N: -2.268688 -5.206265 1.215718  0.780
O: -0.974303 -5.217750 0.632735  0.180
C: -2.443063 -7.674848 1.552290  -2.025
C: -3.025690 -6.781525 -0.654976  -1.692
C: -2.042755 -3.063029 2.197829  -1.980
H: -3.361169 -2.229230 -0.216822  0.180
H: -2.989570 -3.787380 -1.125056  -0.249
H: -1.827977 -2.835397 -0.499020  0.609
H: -4.530273 -3.966183 2.710718  0.481
H: -4.738971 -2.890945 1.499331  0.050
H: -5.112073 -4.690711 0.052086  0.212
H: -6.125982 -4.826989 1.474901  0.485
H: -5.121085 -7.053817 0.885325  0.412
H: -4.562457 -6.601839 2.443096  0.433
H: -2.982403 -8.592709 1.318314  0.426
H: -1.473395 -7.850307 1.086380  0.335
H: -2.252725 -7.706917 2.625063  0.412
H: -3.502992 -6.005273 -1.253071  0.335
H: -2.021052 -7.064160 -0.969494  0.137
H: -3.650973 -7.651426 -0.855945  0.556
H: -2.080323 -3.506159 3.192971  0.549
H: -2.196097 -1.986632 2.120609  -0.386
H: -0.972484 -3.121250 1.999743  -0.011
H: -0.605473 -5.762906 1.331572  0.088
C: 2.778013 -6.023677 -3.987458  -1.807
C: 1.278123 -5.967252 -3.936608  2.069
C: 0.922701 -4.746451 -4.810204  -1.627
C: -0.597773 -4.551793 -5.092762  -0.087
C: -1.165980 -5.822935 -5.656190  -1.643
C: -0.812806 -7.142751 -4.824544  1.846
N: 0.649525 -7.181077 -4.504683  0.232
O: 0.949609 -8.278659 -3.702427  -0.478
C: -1.844816 -7.326999 -3.721318  -1.420
C: -1.054767 -8.267604 -5.945964  -1.905
C: 0.822443 -5.620246 -2.515793  -1.376
H: 3.179089 -5.906668 -4.994218  0.374
H: 3.055186 -6.990306 -3.566863  0.503
H: 3.262863 -5.314482 -3.316582  0.154
H: 1.370620 -3.824900 -4.438443  0.568
H: 1.474507 -4.916241 -5.734750  0.414
H: -0.785069 -3.627316 -5.638986  0.498
H: -1.207112 -4.383660 -4.204756  -0.214
H: -0.982119 -5.976749 -6.719505  0.478
H: -2.232808 -5.641447 -5.525680  0.450
H: -1.638383 -8.097005 -2.977963  0.389
H: -2.075457 -6.373021 -3.247148  -0.075
H: -2.832437 -7.604832 -4.089437  0.435
H: -2.061932 -8.086042 -6.321119  0.419
H: -0.358302 -8.304470 -6.783621  0.458
H: -0.910286 -9.273439 -5.551595  0.402
H: 1.366988 -6.193686 -1.765637  0.215
H: -0.220021 -5.852628 -2.298135  -0.160
H: 1.144780 -4.593069 -2.345186  0.520
H: 1.551224 -8.737222 -4.293512  0.396
C: -11.163125 1.865379 2.805052  -0.720
O: -10.068315 2.288878 3.587408  -0.371
C: -8.934952 1.447125 3.393107  -0.715
C: -8.199470 1.685297 1.921311  -0.455
N: -6.820282 1.472712 2.097049  -0.090
C: -5.990345 1.142774 0.994524  -1.078
C: -4.516684 0.791303 1.335517  -0.409
O: -3.983538 0.085766 0.212174  0.044
C: -2.639363 0.429815 -0.088692  -0.496
H: -11.981276 2.575784 2.686492  0.277
H: -11.712505 1.025943 3.231221  0.294
H: -10.866174 1.390769 1.869812  0.281
H: -9.060112 0.399139 3.665403  0.370
H: -8.307988 1.688341 4.251496  0.418
H: -8.335066 2.676491 1.488601  0.252
H: -8.463950 0.938687 1.172499  0.424
H: -6.785337 0.801515 2.850954  0.179
H: -5.832308 2.015572 0.361008  0.253
H: -6.335609 0.301513 0.393544  0.399
H: -4.371624 -0.020484 2.048300  0.103
H: -3.945435 1.675218 1.619173  0.317
H: -2.007746 -0.135748 0.596359  0.154
H: -2.394522 1.490761 -0.139288  0.303
H: -2.348255 0.040717 -1.064371  0.333
C: -2.607513 2.473902 -4.352177  -0.180
O: -2.272999 3.005393 -5.639212  -0.418
C: -3.246680 2.818834 -6.645033  -0.875
C: -4.388388 3.742468 -6.328029  -0.456
N: -4.103683 5.010346 -6.862909  -0.286
C: -5.083060 6.101415 -6.747671  -0.248
C: -4.516668 7.312990 -7.478961  -0.748
O: -3.312426 7.617896 -6.741230  -0.260
C: -2.892458 9.025147 -6.712008  -0.865
H: -1.766303 2.638863 -3.678933  0.184
H: -2.913104 1.430142 -4.424855  0.293
H: -3.411455 3.083126 -3.939121  -0.022
H: -3.655598 1.828352 -6.844583  0.406
H: -2.792025 3.026283 -7.613725  0.374
H: -4.861793 3.902867 -5.359394  0.352
H: -5.291573 3.317735 -6.766165  0.431
H: -3.159400 5.245648 -6.592595  0.283
H: -5.205025 6.452656 -5.723055  0.033
H: -6.013965 5.813722 -7.236300  0.406
H: -5.269520 8.091078 -7.352819  0.451
H: -4.333309 7.152104 -8.541309  0.339
H: -3.405404 9.596810 -5.938571  0.296
H: -3.140776 9.470359 -7.675445  0.403
H: -1.834631 9.013794 -6.449390  0.225
C: -2.788979 4.037939 -1.496148  -1.131
O: -2.962622 5.420596 -1.887778  -0.543
C: -2.933192 5.560769 -3.341148  0.044
C: -2.504155 6.978261 -3.659873  -1.004
N: -3.628081 8.018011 -3.538300  -0.062
C: -4.270354 8.227168 -2.183298  -0.309
C: -5.765099 8.693722 -2.228864  -0.718
O: -6.649502 7.704329 -2.733739  -0.269
C: -7.969518 8.271909 -2.509437  -0.941
H: -2.778579 4.060572 -0.406431  0.590
H: -1.860237 3.522021 -1.739819  0.187
H: -3.700764 3.454539 -1.624129  0.588
H: -3.884624 5.170593 -3.702576  0.170
H: -2.185459 4.986586 -3.888250  0.480
H: -2.315921 6.907081 -4.731140  0.257
H: -1.515481 7.175337 -3.245417  0.196
H: -4.386403 8.141333 -4.193923  0.141
H: -3.774908 8.951066 -1.536305  0.252
H: -4.366569 7.275716 -1.660257  0.193
H: -5.852527 9.555675 -2.890314  0.352
H: -5.970642 8.908496 -1.180187  0.497
H: -8.495636 8.629023 -3.394746  0.334
H: -8.203043 9.125234 -1.872734  0.364
H: -8.646547 7.513288 -2.116703  0.296
C: 11.828258 1.534296 0.670889  -0.617
O: 11.690127 2.485783 1.686624  -0.384
C: 10.630056 2.432481 2.636963  -0.457
C: 9.436177 3.422876 2.192260  -0.703
N: 8.776368 3.046268 0.900089  0.016
C: 7.543627 3.860577 0.595209  -0.992
C: 6.718147 3.521112 -0.741438  -0.649
O: 5.700855 2.717222 -0.431545  -0.231
C: 4.535163 2.989959 -1.172013  -0.550
H: 12.847856 1.396970 0.310835  0.265
H: 11.357783 2.032871 -0.176565  0.217
H: 11.375154 0.556467 0.834139  0.278
H: 11.061637 2.781156 3.575185  0.338
H: 10.169561 1.445210 2.673651  0.248
H: 9.796638 4.451554 2.191789  0.450
H: 8.646450 3.405411 2.943346  0.376
H: 9.387794 3.069948 0.096546  0.120
H: 7.994213 4.812467 0.314181  0.510
H: 6.910801 4.045296 1.463262  0.284
H: 7.508993 3.169215 -1.403875  0.283
H: 6.425126 4.485580 -1.156207  0.488
H: 4.758200 2.927438 -2.237110  0.352
H: 4.298193 4.016398 -0.892041  0.460
H: 3.872220 2.175979 -0.878687  -0.093
C: -2.375956 0.963352 4.195760  -0.356
O: -2.257950 2.193919 3.495875  -0.321
C: -0.962119 2.908683 3.631037  -0.337
C: -0.113067 2.501395 4.849307  0.453
N: -0.566410 3.082259 6.077553  -0.245
C: 0.046012 2.584503 7.293833  -0.444
C: 1.419953 3.076830 7.517716  -0.249
O: 1.513940 4.492823 7.870861  -0.321
C: 0.874709 4.805499 9.045118  -0.749
H: -1.674486 0.171220 3.933882  0.135
H: -3.264979 0.471797 3.800661  0.033
H: -2.831210 1.074496 5.179875  0.268
H: -1.171042 3.978411 3.619051  0.340
H: -0.404312 2.677070 2.723676  0.005
H: 0.893079 2.916106 4.787828  -0.692
H: 0.096973 1.436241 4.946422  0.136
H: -1.478929 2.649410 6.084424  0.364
H: 0.119182 1.505432 7.158351  0.040
H: -0.493903 2.573429 8.240656  0.521
H: 1.927748 3.172535 6.557980  -0.041
H: 2.122277 2.484051 8.103768  0.478
H: 1.589431 4.299547 9.694190  0.321
H: -0.121532 4.384958 9.182100  0.262
H: 0.910885 5.867922 9.286035  0.257
C: 3.975980 -5.211501 -0.409459  -0.353
O: 4.613822 -6.066178 0.553494  -0.433
C: 5.943025 -5.591221 0.876906  -0.826
C: 5.942281 -4.261332 1.803056  -0.212
N: 5.306863 -4.616608 3.100640  -0.344
C: 5.004131 -3.573889 4.034049  0.443
C: 4.483930 -4.225943 5.353840  -1.037
O: 3.069553 -4.094975 5.351398  0.233
C: 2.406612 -4.402103 6.572720  -0.859
H: 3.562156 -4.271019 -0.045671  0.105
H: 3.199411 -5.792325 -0.907151  -0.086
H: 4.741892 -5.078488 -1.173513  0.548
H: 6.538928 -5.454822 -0.025540  0.443
H: 6.501838 -6.357908 1.413577  0.370
H: 5.463626 -3.386012 1.363961  0.100
H: 6.968549 -3.967041 2.022711  0.337
H: 4.498813 -5.173885 2.862754  0.282
H: 4.407714 -2.771702 3.599442  -0.475
H: 5.915941 -3.012805 4.238716  0.319
H: 4.764830 -3.632381 6.223837  0.492
H: 4.777283 -5.247689 5.594816  0.400
H: 2.844580 -5.221855 7.142188  0.388
H: 1.440434 -4.789463 6.249385  0.146
H: 2.170381 -3.632166 7.307226  0.273

Atoms 1-3, force components in eV/Å:
C -0.18 -0.34 1.24
C 0.33 1.48 -0.20
O -0.57 -1.76 0.72